*P*
21
Properties=species:S:1:pos:R:3 method="wB97M-V/def2-TZVPD" mol_weight_g_mol=121.156 orbital_gap_ev=7.023 total_charge=-1
O 0.8059 -0.6548 -2.4399
O 1.0789 0.4104 1.8939
O 2.4062 -0.1621 -0.6732
C -1.0893 0.3480 -0.2094
C -0.1532 -1.4131 -1.9524
C -0.0458 1.2703 1.9994
C -0.4570 -1.0524 -0.3903
C -1.2648 0.7968 1.2337
H -1.2091 -1.7353 0.1145
H 0.5080 -1.2769 0.1089
H 2.9964 0.5141 -1.0052
H -1.1204 -1.1741 -2.4987
H 1.1346 0.1208 1.0023
H -1.5505 -0.1637 1.8129
H -1.9597 0.4037 -0.8311
H 0.3268 2.1810 1.4948
H 1.7425 -0.1212 -1.4702
H -0.2882 1.0050 -0.6248
H 0.3072 -2.3963 -1.7709
H -0.2539 1.3487 3.0119
H -1.9146 1.7510 1.1938

*Q*
21
Properties=species:S:1:pos:R:3 method="wB97M-V/def2-TZVPD" mol_weight_g_mol=121.156 orbital_gap_ev=6.564 total_charge=-1
O 0.1133 1.2037 -3.8228
O 1.5130 -1.9895 -3.0588
O -1.1925 1.1069 -1.5243
C -0.3289 1.0681 -0.4738
C -0.9486 1.1263 0.9648
C 0.3325 -0.4582 2.5837
C -0.8704 -0.2750 1.7105
C 0.5589 -1.5284 3.3462
H -1.9086 1.5852 0.7402
H 0.3257 0.1518 -0.6219
H 0.4827 1.8267 -0.5371
H 2.2120 -1.5131 -2.6072
H 1.0137 0.3630 2.3567
H 1.0833 -1.2242 -3.4788
H -0.8142 -1.0640 0.9301
H -0.2732 1.1091 -2.8977
H -0.4614 1.8939 1.5735
H 1.5295 -1.5235 3.8499
H -0.5369 1.0582 -4.5224
H -1.9063 -0.4367 2.0043
H 0.0765 -2.4803 3.4849

Relative energy of each structure, in kJ/mol: *P* 0.0; *Q* 10.2.

*P*
14
Properties=species:S:1:pos:R:3 method="wB97M-V/def2-TZVPD" mol_weight_g_mol=212.014 orbital_gap_ev="7.975 / 7.595" total_charge=+1
I -3.2226 0.0482 -0.0495
N -1.4444 -0.4088 0.6390
N 1.1047 0.2441 -0.0793
N 0.2142 2.4256 0.0254
C 0.8065 -1.2471 0.0895
C 0.2315 1.1754 0.1725
C -0.7307 -1.4474 -0.1346
H -0.9308 -1.6495 -1.1837
H 1.0569 -1.3697 1.1855
H -1.0825 -2.3014 0.4183
H 0.9855 2.8866 -0.3138
H 1.5662 -1.7585 -0.6543
H 2.0010 0.4289 -0.2893
H -0.5555 2.9734 0.1742

*Q*
14
Properties=species:S:1:pos:R:3 method="wB97M-V/def2-TZVPD" mol_weight_g_mol=212.014 orbital_gap_ev=7.413 total_charge=+1 smiles="C=N/C=N/[N@H+](C)I"
I -1.9229 -2.0485 0.9667
N -1.2126 0.1620 0.8335
N -0.2421 0.4761 -0.2145
N 0.7994 -0.2244 -2.0134
C 0.2110 -0.4866 -0.9041
C 1.8069 0.2652 -2.5558
C -0.5318 0.4004 2.1764
H -0.1168 1.4804 2.3055
H 1.5890 0.5840 -3.5483
H -1.3309 0.1131 2.8335
H 2.7272 0.3805 -1.9692
H 0.3843 -0.3805 2.1233
H -2.0311 0.7352 0.7100
H -0.1295 -1.4569 -0.7437

Relative energy of each structure, in kJ/mol: *P* 19.9; *Q* 0.0.

*P*
101
Properties=species:S:1:pos:R:3 method="wB97M-V/def2-TZVPD" mol_weight_g_mol=1485.134 orbital_gap_ev=3.583 total_charge=-2
Sb -0.0819 0.8719 -1.0851
Sb -1.2847 -3.0174 2.6606
Y 1.6380 -0.4497 0.3653
Se -3.4838 -3.4862 1.7689
Se -0.6326 -5.2950 3.2464
Se -2.0814 -2.4225 4.8886
Se 0.1241 -1.6430 1.3080
S -4.7216 1.0928 2.2702
F -3.3467 6.1375 1.0774
F -1.1856 -0.5605 -7.0494
F 1.3133 6.6141 -2.9693
O 2.4159 -3.0621 3.1150
O 2.4482 -2.2523 -0.1964
O 2.1998 0.3876 -1.2771
O 0.6841 -1.7884 -1.4737
O 2.9546 -0.6775 2.0089
O 1.6253 -4.4232 1.0875
N 1.7471 1.4631 1.3175
N 1.4151 0.9363 2.5685
N -2.6179 -0.2512 -0.8026
C 1.2648 5.0565 -1.1976
C -0.9228 -0.2750 -5.7470
C -2.2648 0.4147 2.9154
C -1.6033 0.6855 -3.6830
C 2.9934 1.6858 1.1187
C -2.8449 4.8708 1.0379
C 1.2005 -4.0250 -1.1846
C 4.9309 2.3364 -2.5600
C -1.8782 0.3972 -5.0058
C 1.9073 -2.3000 4.1064
C -1.0215 3.4808 1.7790
C -4.8102 -1.9276 -0.7807
C 0.0035 -6.4853 -1.4310
C -1.5424 4.7226 1.6349
C -3.6822 -2.2650 -1.5096
C 0.9692 3.7800 -0.7567
C -2.9648 2.5603 0.3130
C 0.5475 -0.3436 -3.8908
C 1.4587 -2.9906 5.2392
C 4.7342 2.7475 -0.2112
C 0.9597 -2.3019 6.3222
C 1.7441 -0.9041 4.0492
C 0.2911 -0.6548 -5.2144
C -0.3939 0.3112 -3.1203
C 5.3928 2.9508 -1.4038
C -1.7715 2.4012 1.2423
C 0.4180 4.4699 -3.3821
C -2.6167 -1.3885 -1.4954
C -3.5556 0.2220 3.2648
C 3.8360 1.5079 -2.5197
C -4.8165 -0.7472 -0.0555
C 3.1616 1.2773 -1.3145
C -3.5990 3.8912 0.5184
C 3.6065 1.9397 -0.1540
C 1.1823 -0.2327 5.1377
C -2.1930 1.1941 1.7320
C 0.4193 2.8500 -1.6165
C 0.2210 -5.7141 -2.5675
C 1.1090 -4.8550 -0.0622
C -3.4818 1.2032 0.9046
C 0.4368 -6.0736 -0.1882
C 0.8356 -0.9162 6.2817
C 0.1103 3.2136 -2.9018
C 2.0883 -0.1730 2.8223
C 1.4921 -2.6026 -0.9431
C 1.0030 5.3708 -2.5146
C -3.6771 0.0456 -0.0399
C 0.7711 -4.4555 -2.4307
H 1.3054 -4.9818 1.8411
H -0.1508 3.2787 2.3873
H 5.4448 2.4890 -3.4986
H 0.8755 -3.7931 -3.2814
H -5.6574 -0.5006 0.5695
H 1.4653 -4.0728 5.2116
H -0.3754 2.5024 -3.5464
H 0.4049 -0.3883 7.1165
H -1.0857 5.6049 2.0586
H -3.9031 -0.3435 4.1185
H -5.6451 -2.6041 -0.7115
H 3.4670 1.0052 -3.4043
H 6.2618 3.5924 -1.4304
H 0.2161 4.7431 -4.4082
H 3.6550 1.6852 1.9901
H 1.6934 5.7914 -0.5347
H 1.1625 3.5291 0.2788
H -0.0922 -6.0623 -3.5421
H 1.4866 -0.6645 -3.4560
H -4.5847 4.0862 0.1245
H -2.8159 0.6817 -5.4617
H -0.5329 -7.4179 -1.5099
H -3.5979 -3.2047 -2.0283
H -1.7031 -1.6254 -2.0362
H -2.3413 1.2103 -3.0892
H 0.2212 -6.6432 0.7075
H 2.7086 -2.5545 2.3338
H -2.7634 2.4344 -0.7679
H 1.0247 0.8324 5.0346
H -1.4082 0.0766 3.4905
H 1.0156 -1.1935 -5.8082
H 0.6072 -2.8497 7.1807
H 5.0688 3.2309 0.7017

*Q*
101
Properties=species:S:1:pos:R:3 method="wB97M-V/def2-TZVPD" mol_weight_g_mol=1485.134 orbital_gap_ev=6.428 total_charge=-2
Sb -0.7633 1.6243 1.1001
Sb -2.2958 -6.1764 -2.7007
Y -0.4679 -1.0248 -1.3424
Se -1.5070 -3.7521 -2.4179
Se -1.7539 -5.1546 -0.4684
Se -0.6514 -7.6769 -3.5509
Se -4.6220 -6.3941 -3.1642
S -4.2261 1.8298 -2.6058
F -1.1989 -0.2719 7.0448
F 2.7310 6.7891 1.5831
F -6.2820 4.5430 0.4554
O 1.6072 -0.2284 -0.2938
O -0.5787 -0.9670 -3.6124
O 1.1467 -1.1825 2.8459
O -0.9018 -1.9694 0.8257
O 0.8693 -2.8626 -0.1376
O 2.7050 0.9382 1.6448
N 2.9326 -1.4224 -1.7786
N 1.7587 -1.5653 -2.5150
N -0.2780 1.2429 -2.3077
C 1.0882 -3.5986 -5.4645
C 6.2702 -0.9229 0.6864
C -0.1862 1.1475 5.4644
C 0.4762 -4.6974 2.4069
C -2.7733 -0.1271 -1.6246
C 0.1053 4.4029 2.2534
C -0.1097 1.6037 4.1525
C -0.2708 3.4139 -3.9831
C -5.0311 0.5044 -1.8881
C 4.9883 0.5601 2.0785
C -4.1580 -0.4323 -1.4214
C 0.8860 -2.5718 -4.5405
C 1.4500 -4.3921 4.5793
C 0.8801 5.5512 2.3424
C -2.6731 1.0772 -2.2776
C -1.3021 -2.1908 -5.5049
C -1.1153 0.1744 5.7658
C -1.8538 0.0931 3.5092
C 1.5296 3.5502 0.5243
C 3.8548 0.3229 1.2994
C 1.0705 -2.5018 3.1490
C -2.7077 4.0086 0.5300
C 0.1160 -3.9447 -6.3818
C -3.9316 4.6491 0.3755
C -1.9495 -0.3724 4.8132
C 1.5303 -3.0253 4.3499
C -5.0577 2.5893 0.9413
C 0.4175 3.3895 1.3481
C -1.0802 -3.2228 -6.3934
C 3.9307 -0.5265 0.1836
C 0.8780 1.7321 -2.7620
C 1.9710 5.6678 1.5038
C 6.1864 -0.0590 1.7736
C -5.0815 3.9237 0.5978
C -2.6352 2.6700 0.9080
C -0.3447 -1.8606 -4.5184
C 0.9320 2.8348 -3.5899
C 0.5255 -3.3339 2.1713
C -0.9527 1.0998 3.1668
C 1.9143 -2.2930 -3.5590
C 2.3171 4.6932 0.5937
C -1.4515 1.7513 -2.7176
C -1.4646 2.8701 -3.5635
C 0.9232 -5.2315 3.6111
C 2.7368 -0.7492 -0.6914
C 0.1370 -2.7075 0.8529
C -3.8254 1.9688 1.0871
C 5.1481 -1.1433 -0.0946
H 0.6495 6.3454 3.0403
H -2.4563 -0.3861 2.7458
H 0.2619 -4.7820 -7.0510
H -0.7598 4.3016 2.8996
H 1.8834 3.2203 -3.9295
H -2.4049 3.2909 -3.8927
H -3.9975 5.6888 0.0828
H 2.0375 0.5689 0.9884
H 2.0216 -4.1514 -5.4258
H 0.6368 2.3485 3.9027
H -0.2719 4.2795 -4.6352
H -2.6369 -1.1620 5.0857
H -2.2377 -1.6445 -5.4937
H 7.0590 0.1320 2.3880
H 5.1817 -1.8065 -0.9482
H 2.9016 -2.7297 -3.7247
H 7.2023 -1.4214 0.4518
H -3.8093 0.9094 1.3140
H -4.4964 -1.3499 -0.9549
H 1.7691 1.2044 -2.4423
H 4.8965 1.2370 2.9194
H -1.8585 -3.4892 -7.1002
H 1.9547 -2.3600 5.0948
H -6.1105 0.4833 -1.8521
H 1.6154 -0.6882 3.5267
H 1.8123 -4.7977 5.5164
H 0.8705 -6.2992 3.7804
H -1.8022 4.5728 0.3421
H 0.0908 -5.3456 1.6308
H 1.8000 2.7668 -0.1743
H -5.9842 2.0447 1.0638
H 3.1863 4.8253 -0.0366
H 0.4642 1.5300 6.2405

Relative energy of each structure, in kJ/mol: *P* 1188.3; *Q* 0.0.

*P*
16
Properties=species:S:1:pos:R:3 method="wB97M-V/def2-TZVPD" mol_weight_g_mol=115.085 orbital_gap_ev=10.699 smiles="NC(=O)O.O.O.O"
O 2.1408 -1.5794 -0.6652
O 0.3702 0.5974 0.0276
O 0.5104 -1.4034 2.3922
O -1.8781 0.7551 2.0717
O -0.9241 1.8787 -1.2899
N -0.3671 -0.2329 -2.0811
C -0.4155 0.7798 -1.1362
H 0.8031 -0.7332 1.7626
H 2.9785 -1.5222 -0.9802
H -0.7467 0.0123 -2.9713
H -1.0440 0.3645 1.9529
H 1.9162 -2.3714 -0.3686
H 0.6276 1.4684 0.3804
H 0.3778 -0.8471 -2.0250
H 0.8172 -2.1996 1.9696
H -2.4209 0.7917 1.3732

*Q*
16
Properties=species:S:1:pos:R:3 method="wB97M-V/def2-TZVPD" mol_weight_g_mol=115.085 orbital_gap_ev=10.841 smiles="NC(=O)O.O.O.O"
O 1.7163 -1.6793 0.6706
O 2.2430 0.4984 0.7704
O -2.4650 -1.7821 1.3573
O -0.6502 1.1321 -2.9636
O -0.5510 1.3594 1.8732
N 0.8929 -0.2885 -0.9334
C 1.6221 -0.5813 0.1493
H -0.4077 1.1887 -3.8986
H -1.0186 0.7032 2.3854
H 3.0557 0.1164 1.1081
H -1.3512 1.8093 -2.9414
H 0.5475 -1.0852 -1.4409
H 0.1608 0.8763 1.4649
H -2.7164 -1.4434 2.2316
H -1.5882 -1.4413 1.2864
H 0.5101 0.6173 -1.1194

Relative energy of each structure, in kJ/mol: *P* 68.1; *Q* 0.0.

*P*
23
Properties=species:S:1:pos:R:3 method="wB97M-V/def2-TZVPD" mol_weight_g_mol=165.196 orbital_gap_ev=9.012 smiles="C=NNc1ccccc1NOC"
O 0.0143 0.1480 -2.4340
N 1.6849 0.5738 1.3333
N 0.5611 0.4154 -1.1755
N 2.5758 -0.3501 1.8395
C -2.2895 -0.6315 0.8859
C 2.1991 -1.4010 2.4602
C 0.3918 0.1503 1.1827
C 0.0521 1.3795 -3.0508
C -1.5586 -0.2553 -0.2359
C -0.4268 -0.0313 2.2476
C -0.2405 0.1244 -0.0612
C -1.7292 -0.5014 2.1520
H 0.0513 0.0094 3.3092
H -3.3804 -0.7949 0.7964
H -2.3765 -0.6384 3.0521
H -0.7689 2.1213 -2.6790
H 1.1875 -1.6485 2.5438
H 1.0263 1.9663 -2.7422
H -1.8672 -0.5470 -1.2341
H 2.0069 1.1805 0.6220
H 0.1040 1.2150 -4.1266
H 2.9927 -1.9182 2.9454
H 1.4707 0.0201 -1.2440

*Q*
23
Properties=species:S:1:pos:R:3 method="wB97M-V/def2-TZVPD" mol_weight_g_mol=165.196 orbital_gap_ev=10.214
O -1.8325 -2.0354 -0.9761
N -0.2752 -1.0412 0.2837
N -2.4047 2.1148 -0.8708
N -3.4556 -0.3109 1.3485
C -1.3402 1.9695 -1.3246
C 0.8199 -1.4316 -0.6862
C 0.8276 1.0339 0.9206
C 0.1740 -0.3357 1.4152
C 1.3600 -0.0920 -1.2510
C -1.5216 -1.4044 -0.0216
C 2.0000 0.6944 -0.0479
C -2.5774 -0.8158 0.8301
H 0.0237 1.4876 0.4711
H -3.1694 1.9253 -0.2933
H 0.2451 -1.9981 -1.4702
H 0.6834 0.4437 -1.7613
H 1.6835 -2.0398 -0.2692
H 0.8948 -1.0436 1.9053
H 2.6675 0.1392 0.4317
H 1.3441 1.4629 1.8637
H 2.4698 1.5933 -0.5668
H 2.1765 -0.2674 -2.0079
H -0.7933 -0.0488 2.0769

Relative energy of each structure, in kJ/mol: *P* 144.7; *Q* 0.0.

*P*
10
Properties=species:S:1:pos:R:3 method="wB97M-V/def2-TZVPD" mol_weight_g_mol=78.140 orbital_gap_ev=7.205
S -1.0961 -1.1243 -0.2953
N 0.0821 1.2092 1.0126
N 1.7328 0.1960 -0.2818
C 0.6658 1.0227 -0.1155
H -0.0579 0.3450 1.5734
H -2.4176 -0.9657 -0.4225
H -0.7654 1.8004 0.8427
H 2.3708 -0.0005 -1.0238
H 1.6214 -0.6082 0.3863
H 0.0881 1.4448 -1.0538

*Q*
10
Properties=species:S:1:pos:R:3 method="wB97M-V/def2-TZVPD" mol_weight_g_mol=78.140 orbital_gap_ev=8.391
S -2.2832 -0.5920 -0.0521
N 1.4306 -0.7307 -0.0134
N 0.7682 0.4336 -0.5548
C -0.2906 0.9761 0.0711
H -2.4509 -0.3766 1.2790
H 0.7352 0.5239 -1.6010
H -0.5187 0.9216 1.1387
H -0.6348 1.9063 -0.3781
H 1.0803 -1.5846 -0.1494
H 2.2817 -0.7514 -0.4879

Relative energy of each structure, in kJ/mol: *P* 0.0; *Q* 73.1.